Record 1
{"formula": "C54H48Br2Cl2MoN4O2", "method": "wB97M-V/def2-TZVPD", "homo_energy_ev": [-13.126, -13.021], "gap_ev": [5.928, 6.235], "e_tot_ev": -233806.955, "de_lowest_ev": 0.0000, "molar_mass_g_mol": 1111.658, "total_charge": 2, "max_force_ev_per_a": 1.01, "symbols": ["Mo", "Cl", "C", "C", "C", "Cl", "C", "C", "C", "C", "N", "C", "C", "O", "H", "H", "H", "H", "Br", "C", "C", "C", "Br", "C", "C", "C", "C", "N", "C", "C", "O", "H", "H", "H", "H", "C", "C", "C", "C", "C", "C", "C", "C", "C", "C", "C", "C", "N", "C", "C", "N", "C", "C", "C", "C", "C", "C", "C", "C", "C", "C", "C", "C", "C", "C", "C", "C", "C", "C", "C", "C", "C", "C", "H", "H", "H", "H", "H", "H", "H", "H", "H", "H", "H", "H", "H", "H", "H", "H", "H", "H", "H", "H", "H", "H", "H", "H", "H", "H", "H", "H", "H", "H", "H", "H", "H", "H", "H", "H", "H", "H", "H", "H"], "xyz": [[-0.12437, 1.02681, 0.26855], [-5.72259, -2.67492, -1.20266], [-3.97797, 0.08633, 0.07320], [-5.35467, 0.14058, 0.40204], [-5.90709, 1.24739, 0.99159], [-7.59679, 1.24446, 1.33772], [-5.12564, 2.38672, 1.33109], [-5.62814, 3.56172, 1.93763], [-4.75984, 4.57381, 2.22636], [-3.39014, 4.40982, 1.91773], [-2.88505, 3.34171, 1.35965], [-3.74696, 2.34108, 1.05609], [-3.23479, 1.18021, 0.42978], [-1.90206, 1.19549, 0.22231], [-5.99628, -0.69809, 0.18743], [-6.68167, 3.64220, 2.15967], [-5.09901, 5.48891, 2.68618], [-2.69310, 5.20754, 2.14538], [3.50281, 4.46568, 0.94559], [2.36249, 3.72973, 2.22739], [2.45698, 4.13826, 3.58488], [1.61811, 3.62824, 4.54024], [1.79259, 4.20022, 6.31945], [0.63192, 2.64842, 4.20432], [-0.28061, 2.03793, 5.08605], [-1.14978, 1.08913, 4.60547], [-1.10438, 0.72004, 3.25466], [-0.25233, 1.26695, 2.40804], [0.58383, 2.24391, 2.86543], [1.41328, 2.81007, 1.88294], [1.16453, 2.36101, 0.62886], [3.20492, 4.86925, 3.85256], [-0.28387, 2.31567, 6.13047], [-1.86523, 0.60419, 5.25255], [-1.76316, -0.04193, 2.86382], [4.29810, 0.45872, -3.17672], [3.21500, 0.73629, -2.13690], [2.54582, 2.08260, -2.40672], [3.73159, 0.64930, -0.71428], [5.03816, 1.01110, -0.41041], [5.53467, 0.89422, 0.87919], [4.73452, 0.40313, 1.89362], [3.41176, 0.03850, 1.64680], [2.55180, -0.56276, 2.73764], [2.74104, -2.08124, 2.79409], [2.82296, 0.05982, 4.10605], [2.95262, 0.18318, 0.34624], [1.59353, -0.23670, 0.04164], [1.47919, -1.35699, -0.58931], [0.12319, -1.65193, -1.13503], [-0.80696, -0.84793, -0.70888], [-2.10715, -0.80958, -1.34793], [-3.37473, -1.18296, -0.54638], [-4.24805, -1.78445, -1.68056], [-4.53459, -0.77967, -2.74752], [-3.51967, -0.02065, -3.15184], [-2.19848, -0.16979, -2.53179], [-1.06183, 0.53798, -3.24116], [-1.36267, 2.03996, -3.34256], [-0.79164, -0.05521, -4.62242], [-3.21346, -2.22553, 0.59171], [-2.62532, -3.56585, 0.16540], [-2.49159, -1.68065, 1.81913], [0.27710, -2.74148, -2.10051], [-0.53865, -3.38109, -3.00140], [0.00035, -4.43229, -3.77546], [1.31388, -4.82152, -3.65772], [2.18599, -4.16399, -2.75701], [3.56353, -4.43561, -2.55446], [4.30382, -3.69335, -1.66634], [3.74188, -2.62743, -0.92893], [2.40538, -2.35550, -1.09590], [1.63783, -3.13184, -1.99986], [3.84682, 0.37149, -4.16357], [4.83504, -0.46424, -2.96530], [5.02379, 1.26759, -3.23043], [2.45304, -0.04690, -2.27564], [3.21214, 2.90753, -2.14931], [1.62802, 2.23481, -1.82041], [2.28922, 2.16785, -3.46145], [5.68607, 1.37574, -1.19110], [6.55607, 1.17431, 1.08780], [5.13818, 0.30062, 2.88886], [1.49704, -0.37483, 2.47976], [3.78054, -2.32482, 3.01184], [2.47837, -2.56178, 1.85156], [2.12401, -2.51786, 3.57711], [3.76295, -0.29610, 4.52455], [2.03917, -0.22008, 4.80861], [2.87611, 1.14776, 4.05821], [-3.61957, -2.56085, -2.12914], [-5.51441, -0.73984, -3.19481], [-3.64456, 0.69098, -3.95259], [-0.12445, 0.41942, -2.66306], [-2.21646, 2.23294, -3.98977], [-0.50823, 2.56070, -3.76953], [-1.58888, 2.49598, -2.36997], [-1.67263, 0.02031, -5.25853], [-0.50779, -1.10526, -4.56176], [0.01456, 0.48790, -5.11267], [-4.24555, -2.42000, 0.90488], [-1.60394, -3.47366, -0.19985], [-3.22027, -4.06682, -0.59365], [-2.59516, -4.23150, 1.02597], [-1.49769, -1.28734, 1.58315], [-2.35927, -2.47779, 2.54923], [-3.08279, -0.90003, 2.30022], [-1.57124, -3.09740, -3.12796], [-0.64074, -4.94124, -4.47913], [1.68994, -5.63069, -4.26786], [4.03598, -5.23194, -3.11209], [5.35172, -3.92002, -1.53311], [4.35999, -2.05230, -0.25503]], "atomic_forces_ev_per_a": [[0.0, -0.1, 0.5], [0.0, 0.0, 0.0], [-0.5, 0.0, 0.1], [0.0, 0.2, 0.0], [0.1, -0.1, 0.0], [0.1, 0.0, 0.0], [-0.1, 0.0, 0.0], [0.1, 0.0, 0.0], [0.0, -0.1, -0.1], [-0.1, 0.2, 0.1], [0.1, -0.1, 0.0], [-0.3, 0.1, 0.1], [0.3, -0.2, -0.2], [0.1, 0.4, -0.1], [0.0, 0.0, 0.0], [0.0, 0.0, 0.0], [0.0, 0.1, 0.0], [0.0, 0.0, 0.0], [0.0, 0.0, 0.0], [-0.2, 0.0, 0.2], [-0.1, -0.2, 0.0], [0.0, 0.0, -0.2], [0.0, 0.0, 0.0], [0.1, 0.1, 0.1], [0.0, 0.0, -0.1], [0.1, 0.1, -0.1], [-0.1, 0.0, 0.3], [0.0, 0.1, -0.5], [0.2, 0.2, -0.1], [0.0, -0.2, 0.0], [0.0, 0.3, -0.1], [0.0, 0.0, 0.0], [0.0, 0.0, 0.0], [0.0, 0.0, 0.0], [0.3, 0.4, 0.3], [0.0, 0.1, 0.0], [-0.2, -0.2, -0.1], [-0.1, 0.1, 0.1], [0.2, 0.0, 0.0], [-0.1, 0.0, 0.1], [-0.1, 0.0, 0.0], [-0.1, 0.0, 0.0], [0.2, 0.1, 0.2], [-0.3, 0.0, -0.1], [0.0, 0.0, 0.0], [0.0, 0.0, 0.0], [-0.3, -0.2, -0.1], [0.3, -0.3, 0.0], [-0.3, 0.1, 0.0], [-0.5, 0.5, 0.2], [0.5, -0.7, -0.5], [0.5, 0.0, -0.1], [0.0, 0.0, -0.1], [0.0, -0.2, 0.0], [0.2, 0.1, 0.0], [-0.1, -0.1, 0.1], [-0.1, 0.0, 0.0], [0.3, 0.0, 0.2], [0.0, 0.1, 0.2], [0.0, 0.0, 0.0], [-0.1, -0.1, 0.1], [0.1, 0.0, 0.0], [0.0, -0.3, -0.1], [-0.1, 0.2, 0.2], [0.0, -0.1, 0.1], [0.0, 0.1, 0.1], [0.0, 0.0, 0.0], [0.0, 0.0, 0.0], [0.0, 0.0, 0.0], [0.0, 0.1, 0.0], [0.0, -0.1, 0.0], [0.0, 0.0, 0.1], [0.0, 0.0, 0.0], [0.0, 0.0, 0.0], [0.0, -0.1, 0.0], [0.1, 0.1, 0.0], [0.2, 0.2, 0.0], [0.0, 0.0, 0.0], [0.1, 0.0, 0.0], [-0.1, 0.0, -0.1], [0.1, 0.1, -0.1], [0.1, 0.0, 0.0], [0.0, 0.0, 0.1], [0.3, -0.1, 0.1], [0.1, 0.0, 0.0], [0.0, 0.0, -0.1], [-0.1, 0.0, 0.1], [0.1, 0.0, 0.0], [-0.1, 0.0, 0.0], [0.0, 0.0, 0.0], [0.0, 0.0, 0.0], [-0.1, 0.0, 0.0], [0.0, 0.0, -0.1], [-0.2, 0.1, -0.1], [0.0, 0.0, 0.0], [0.1, 0.0, 0.0], [0.1, -0.1, -0.1], [-0.1, 0.0, 0.0], [0.0, 0.0, 0.0], [0.1, 0.0, 0.0], [0.1, 0.0, 0.0], [0.1, 0.0, -0.1], [-0.1, 0.0, -0.1], [0.0, 0.0, 0.0], [-0.1, -0.2, -0.1], [0.0, 0.0, 0.1], [-0.1, -0.1, -0.1], [-0.1, 0.0, 0.0], [0.0, 0.0, 0.0], [0.0, -0.1, 0.0], [0.0, -0.1, 0.0], [0.0, 0.0, 0.0], [0.0, 0.0, 0.0]], "mulliken_charge": [0.205, -0.103, -0.510, -0.493, -0.362, -0.223, 0.872, -1.199, -0.746, -0.362, -0.361, 0.253, -0.272, 0.721, 0.766, 0.468, 0.448, 0.510, -0.088, 0.136, -0.345, -0.037, -0.136, 1.134, -1.203, -1.425, -0.127, 1.604, -0.974, 0.545, -0.733, 0.512, 0.474, 0.608, -0.175, -2.063, 1.648, -0.902, 0.847, -0.457, -1.493, -0.331, 0.934, 2.399, -1.540, -2.188, -0.570, 1.737, -1.554, -0.201, 0.632, -0.576, 1.429, 0.499, -1.639, -0.556, 1.731, 1.717, -1.630, -1.667, -0.551, -1.428, -0.638, 0.854, 0.278, -1.407, -0.908, 1.036, -0.800, -1.363, 0.292, 0.827, -0.892, 0.466, 0.406, 0.435, -0.793, 0.309, -0.114, 0.477, 0.344, 0.486, 0.456, -1.540, 0.366, 0.175, 0.494, 0.588, 0.392, 0.392, -0.047, 0.501, 0.577, -1.390, 0.447, 0.422, 0.253, 0.363, 0.362, 0.482, 0.991, 0.164, 0.339, 0.536, -0.393, 0.584, 0.388, 0.611, 0.510, 0.484, 0.488, 0.490, 0.613]}

---

Record 2
{"formula": "C21H31F5P2PbS", "method": "wB97M-V/def2-TZVPD", "homo_energy_ev": -6.973, "gap_ev": 6.158, "e_tot_ev": -70520.971, "de_lowest_ev": 3.1119, "molar_mass_g_mol": 679.684, "max_force_ev_per_a": 2.27, "symbols": ["P", "P", "C", "C", "H", "H", "H", "H", "C", "H", "H", "H", "C", "H", "H", "H", "C", "H", "H", "H", "C", "H", "H", "H", "Pb", "C", "C", "C", "C", "C", "C", "C", "C", "C", "H", "H", "H", "H", "H", "H", "H", "H", "H", "H", "H", "H", "H", "H", "H", "F", "C", "C", "F", "C", "F", "C", "S", "C", "F", "C", "F"], "xyz": [[0.17156, -1.74317, -3.42893], [0.36396, 1.71423, -3.17234], [-0.15701, -0.61047, -4.84004], [0.53512, 0.77583, -4.78269], [-1.25562, -0.52450, -4.95998], [0.23227, -1.16016, -5.71396], [1.61923, 0.72849, -5.01014], [0.06309, 1.44247, -5.52836], [-1.31860, 2.33914, -3.46873], [-1.63630, 2.97874, -2.64144], [-2.03083, 1.51511, -3.59480], [-1.27569, 2.91869, -4.39388], [1.40212, 3.16003, -3.48919], [0.99861, 3.69063, -4.35696], [2.42950, 2.83430, -3.69276], [1.38227, 3.80806, -2.60730], [-0.97670, -3.10598, -3.69559], [-0.94204, -3.78085, -2.83212], [-0.66351, -3.64212, -4.59964], [-1.99839, -2.72395, -3.82139], [1.80755, -2.35933, -3.86972], [2.53992, -1.54411, -3.87631], [1.72030, -2.78554, -4.87273], [2.12573, -3.13676, -3.16909], [1.80028, 0.28539, 3.40460], [0.13151, 1.66860, -0.60909], [-1.20026, 1.40437, -0.45537], [-1.90241, 0.28063, -1.13686], [-2.20228, -0.95649, -0.25855], [-1.05485, -1.91085, -0.07161], [0.18536, -1.85997, -0.61447], [0.94116, -0.63471, -1.07182], [1.18270, 0.62459, -0.19517], [0.82452, -1.62697, 3.98596], [0.48104, 2.70683, -0.70964], [-1.85686, 2.10325, 0.07442], [-1.35025, -0.05704, -2.03106], [-2.85689, 0.69267, -1.51217], [-2.66096, -0.58253, 0.67708], [-2.98834, -1.55023, -0.76302], [-1.33851, -2.82236, 0.45983], [0.77132, -2.78476, -0.68274], [0.35525, -0.20284, -1.92717], [1.91300, -0.94781, -1.48878], [1.14049, 0.32677, 0.88010], [2.20075, 1.04328, -0.38961], [1.26772, -1.83058, 4.97140], [1.08446, -2.42261, 3.27446], [-0.27318, -1.56311, 4.10021], [0.35306, 0.76894, 10.13225], [0.18137, 0.80100, 8.79101], [1.00188, 1.61170, 8.00301], [1.92622, 2.41676, 8.58234], [0.87441, 1.57229, 6.62635], [1.80323, 2.22191, 5.84831], [-0.16822, 0.87035, 5.99942], [-0.50557, 1.09597, 4.31719], [-0.98172, 0.05770, 6.82060], [-1.98826, -0.64406, 6.25294], [-0.76943, -0.02472, 8.19149], [-1.45823, -0.92019, 8.94229]], "atomic_forces_ev_per_a": [[-1.1, 0.8, 0.2], [0.1, -1.3, -0.6], [0.3, -0.3, -0.8], [-0.1, 0.5, -0.1], [0.5, 0.1, 0.1], [-0.4, 0.4, -0.2], [-0.5, -0.2, 0.0], [0.4, -0.4, -0.1], [0.0, 0.4, -0.2], [-0.1, -0.1, -0.1], [0.2, 0.2, 0.1], [-0.3, 0.1, 0.0], [-0.1, 0.3, -0.4], [0.3, 0.2, 0.0], [-0.2, 0.1, 0.1], [0.1, 0.0, -0.2], [0.2, -0.6, -1.0], [0.0, 0.2, -0.2], [-0.4, -0.3, 0.0], [0.3, -0.1, 0.1], [0.1, -0.5, -0.5], [-0.2, -0.2, 0.0], [0.4, -0.1, -0.1], [0.1, 0.1, -0.1], [-0.3, 0.3, 0.0], [-0.3, 0.1, 2.3], [0.4, 0.8, -0.1], [-0.3, -1.1, 0.6], [-0.3, 0.6, -0.2], [0.7, -0.3, -0.3], [-0.3, 0.4, 1.4], [0.0, 0.9, -0.7], [0.1, -0.4, -1.4], [-0.1, -0.9, 0.0], [-0.2, -0.1, 1.3], [0.1, 0.5, -1.0], [-0.3, 0.1, 0.3], [0.2, -0.2, 0.3], [0.3, -0.4, -0.1], [0.2, 0.1, 0.2], [0.0, -0.1, -0.4], [-0.2, 0.2, 0.6], [1.5, -0.6, 1.4], [-0.4, 0.0, 0.1], [-0.3, 0.6, -0.5], [-0.6, -0.4, 0.2], [-0.1, -0.3, -0.1], [0.0, 0.0, 0.4], [0.7, 0.1, -0.2], [-0.1, 0.0, -0.9], [0.2, -0.1, 0.4], [0.4, 0.2, 0.4], [-0.6, -0.7, -0.3], [0.1, -0.1, -0.4], [-0.9, -0.3, 0.8], [0.2, -0.2, 0.8], [-0.5, 0.9, -0.7], [0.1, 0.2, -0.5], [0.7, 0.3, 0.5], [-0.2, -0.3, 0.2], [0.4, 0.8, -0.5]], "mulliken_charge": [1.739, 1.690, -1.292, -1.372, 0.369, 0.635, 0.425, 0.554, -1.585, 0.349, 0.337, 0.565, -1.310, 0.412, 0.377, 0.342, -1.536, 0.381, 0.425, 0.359, -1.641, 0.374, 0.515, 0.357, 0.632, -0.787, -1.024, 0.791, -0.875, -0.875, -0.134, 0.117, 1.261, -1.376, 0.938, 0.392, -0.900, 0.581, 0.408, 0.420, 0.448, 0.463, -1.942, 0.490, -1.719, 0.563, 0.417, 0.389, 0.317, -0.290, 0.511, 0.120, -0.288, 0.509, -0.289, 0.058, -0.364, 0.016, -0.338, 0.166, -0.277]}